Molecular formula: C24H15Br2N3O3STc
Method: DFT, ωB97M-V with the def2-TZVPD basis set

Atoms and positions in Å:
Tc 0.323 -0.183 -0.576
Br 4.410 -1.010 -3.528
C 2.801 -1.929 -3.497
C 2.607 -3.070 -4.279
C 1.411 -3.755 -4.262
Br 1.225 -5.274 -5.322
C 0.319 -3.318 -3.440
C -0.940 -3.927 -3.341
C -1.894 -3.388 -2.498
C -1.601 -2.257 -1.752
N -0.408 -1.659 -1.832
C 0.539 -2.179 -2.663
C 1.765 -1.464 -2.670
O 1.826 -0.419 -1.905
H 3.414 -3.421 -4.908
H -1.158 -4.814 -3.921
H -2.871 -3.840 -2.405
H -2.331 -1.820 -1.083
O 1.111 -1.433 0.956
S 0.247 -0.892 2.065
O -0.691 -1.782 2.645
N -0.483 0.247 1.096
C -1.293 1.393 1.239
C -1.862 1.902 2.368
C -2.658 3.066 2.279
C -2.873 3.684 1.080
C -2.288 3.169 -0.104
C -2.448 3.747 -1.382
C -1.832 3.184 -2.472
C -1.049 2.043 -2.303
N -0.870 1.466 -1.119
C -1.491 2.021 -0.012
C 1.217 -0.110 3.261
C 2.288 0.690 2.865
C 3.032 1.313 3.846
C 2.702 1.131 5.187
C 1.633 0.327 5.562
C 0.871 -0.308 4.595
H -1.711 1.412 3.322
H -3.107 3.464 3.179
H -3.488 4.573 1.020
H -3.059 4.635 -1.492
H -1.938 3.608 -3.460
H -0.549 1.583 -3.145
H 2.548 0.805 1.820
H 3.874 1.934 3.573
H 3.294 1.619 5.951
H 1.395 0.187 6.607
H 0.043 -0.953 4.856

Cartesian forces (eV/Å) of the 2 atoms listed first:
-0.001 -0.592 -0.653
0.032 -0.013 -0.024

Results
- HOMO (spin up / spin down): -13.987 / -14.051 eV
- <S²>: 3.813
- Largest force on an atom: 0.017 Eh/bohr
- DFT total energy: -6940.03695 hartree
- Multiplicity: 4
- Orbital gap (spin up / spin down): 6.66 / 5.48 eV
- Total charge: +2
- LUMO (spin up / spin down): -7.322 / -8.569 eV

Molecular formula: C22H46ClFO10P2S4
Method: DFT, ωB97M-V with the def2-TZVPD basis set

Atoms and positions in Å:
C -0.625 2.661 -3.813
C -1.022 1.905 -5.099
C -2.100 0.836 -4.882
O -1.622 -0.492 -4.773
C -0.754 -0.740 -3.710
P -1.622 -1.237 -2.109
C -2.955 -0.009 -1.687
C -3.400 -0.094 -0.239
F -4.056 -0.338 -2.495
P 0.049 -0.989 -0.728
O 0.167 0.648 -0.454
Cl -0.600 -1.790 1.053
H -1.401 2.583 -3.059
H -0.457 3.709 -4.015
H 0.262 2.235 -3.355
H -0.127 1.462 -5.522
H -1.394 2.655 -5.787
H -2.739 1.138 -4.057
H -2.744 0.833 -5.755
H -0.037 0.057 -3.514
H -0.170 -1.614 -3.974
H -2.711 1.020 -1.928
H -2.586 -0.292 0.445
H -3.820 0.870 0.033
H -4.187 -0.828 -0.152
H 1.066 0.915 -0.708
O -1.723 -6.520 3.193
S -2.647 -5.521 3.681
O -4.030 -5.523 3.272
C -2.555 -5.489 5.468
C -1.448 -4.480 5.764
C -1.679 -3.308 4.805
C -1.929 -3.900 3.415
H -2.348 -6.491 5.836
H -3.519 -5.144 5.839
H -1.467 -4.160 6.805
H -0.473 -4.928 5.567
H -2.555 -2.741 5.130
H -0.840 -2.627 4.789
H -2.624 -3.295 2.838
H -1.005 -4.037 2.858
O 0.708 -0.228 5.083
S 0.103 0.931 4.478
O -1.318 1.160 4.562
C 0.973 2.388 5.051
C 2.103 2.571 4.043
C 1.477 2.321 2.665
C 0.636 1.043 2.766
H 1.315 2.225 6.070
H 0.273 3.222 5.019
H 2.543 3.565 4.115
H 2.891 1.839 4.231
H 0.837 3.164 2.397
H 2.236 2.227 1.888
H -0.239 1.077 2.125
H 1.223 0.153 2.541
O -1.394 5.523 -5.961
S 0.023 5.779 -5.889
O 0.787 5.457 -4.711
C 0.809 5.056 -7.325
C 0.761 6.161 -8.376
C 1.136 7.455 -7.641
C 0.328 7.492 -6.337
H 0.274 4.154 -7.612
H 1.835 4.814 -7.050
H 1.439 5.953 -9.202
H -0.249 6.244 -8.782
H 2.204 7.447 -7.413
H 0.938 8.336 -8.248
H 0.870 7.974 -5.528
H -0.639 7.973 -6.474
O 2.233 -2.691 2.195
S 2.109 -3.546 3.350
O 1.141 -3.277 4.381
C 1.924 -5.234 2.789
C 3.356 -5.748 2.676
C 4.085 -5.238 3.927
C 3.732 -3.753 4.092
H 1.377 -5.245 1.849
H 1.364 -5.777 3.551
H 3.382 -6.834 2.605
H 3.828 -5.340 1.780
H 3.744 -5.797 4.800
H 5.163 -5.377 3.851
H 3.681 -3.452 5.135
H 4.425 -3.110 3.553

Cartesian forces (eV/Å) of the 2 atoms listed first:
-0.114 -0.376 -0.144
0.083 0.217 1.026

Results
- HOMO: -8.545 eV
- Largest force on an atom: 0.026 Eh/bohr
- DFT total energy: -4453.73435 hartree
- Multiplicity: 1
- Orbital gap: 8.83 eV
- Structure (SMILES): CCCOCP([C@H](C)F)#P(O)Cl.O=S1(=O)CCCC1.O=S1(=O)CCCC1.O=S1(=O)CCCC1.O=S1(=O)CCCC1
- LUMO: 0.287 eV

Molecular formula: C23H16CoN4O2
Method: DFT, ωB97M-V with the def2-TZVPD basis set

Atoms and positions in Å:
Co -0.909 -0.441 -0.343
O -1.737 2.608 2.316
C -1.666 1.736 1.485
N -0.571 1.123 0.958
C 0.729 1.412 1.301
O 1.183 2.201 2.083
C 1.614 0.457 0.423
C 3.084 0.700 0.301
C 3.826 -0.131 -0.526
C 3.421 -1.274 -1.214
C 2.136 -1.976 -1.313
N 0.972 -1.555 -1.656
C -2.938 1.165 0.868
C -4.166 1.692 1.223
C -5.312 1.175 0.641
C -5.197 0.141 -0.278
C -3.939 -0.339 -0.581
N -2.831 0.162 -0.020
H 3.543 1.531 0.819
H 4.885 0.087 -0.598
H 4.222 -1.866 -1.647
H 2.207 -3.044 -1.102
H -4.185 2.496 1.945
H -6.284 1.572 0.899
H -6.066 -0.289 -0.754
H -3.805 -1.148 -1.289
C 0.783 -3.126 2.622
C 2.008 -2.503 2.789
C 2.309 -1.372 2.046
C 1.374 -0.882 1.144
N 0.186 -1.484 1.016
C -0.106 -2.577 1.720
C 1.111 0.767 -0.996
C 0.983 2.125 -1.351
C 0.566 2.491 -2.606
C 0.235 1.514 -3.555
C 0.359 0.182 -3.241
C 0.852 -0.188 -1.976
H 0.513 -4.009 3.183
H 2.728 -2.889 3.498
H 3.258 -0.875 2.173
H -1.085 -3.010 1.558
H 1.218 2.886 -0.616
H 0.478 3.538 -2.860
H -0.112 1.812 -4.535
H 0.127 -0.599 -3.953

Cartesian forces (eV/Å) of the 2 atoms listed first:
-0.220 0.256 0.223
-0.079 0.053 -0.020

Results
- HOMO (spin up / spin down): -11.143 / -12.010 eV
- <S²>: 6.044
- Largest force on an atom: 0.011 Eh/bohr
- DFT total energy: -2638.08486 hartree
- Multiplicity: 5
- Orbital gap (spin up / spin down): 7.99 / 7.56 eV
- Total charge: +1
- Relative energy (zero: lowest compared OMol25 entry of this formula, charge and spin): 69.1 kJ/mol
- LUMO (spin up / spin down): -3.149 / -4.446 eV

Molecular formula: C3H10N2O
Method: DFT, ωB97M-V with the def2-TZVPD basis set

Atoms and positions in Å:
C 1.654 -0.701 1.765
N 0.554 -0.748 1.173
C -0.605 -0.221 1.881
H 1.816 -0.150 2.695
H 2.528 -1.256 1.425
H -1.391 -0.973 1.804
H -0.361 0.021 2.915
H -1.035 0.676 1.440
N -0.110 1.422 -1.808
C -0.689 0.206 -2.415
O -0.633 -0.932 -1.602
H 0.890 1.297 -1.675
H -0.501 1.467 -0.873
H -0.214 0.061 -3.375
H -1.722 0.528 -2.582
H -0.182 -0.698 -0.768

Cartesian forces (eV/Å) of the 2 atoms listed first:
0.797 -0.086 0.522
-0.654 -0.045 -0.324

Results
- HOMO: -9.715 eV
- Largest force on an atom: 0.037 Eh/bohr
- DFT total energy: -305.00311 hartree
- Multiplicity: 1
- Orbital gap: 10.60 eV
- Structure (SMILES): C=NC.NCO
- Relative energy (zero: lowest compared OMol25 entry of this formula, charge and spin): 187.8 kJ/mol
- LUMO: 0.886 eV

| no. | M (u) |
| --- | --- |
| 1 | 683.28 |
| 2 | 715.27 |
| 3 | 439.34 |
| 4 | 90.13 |